Record 1
Molecular formula: C32H20BrF10N6OPd
Method: DFT, wB97M-V/def2-TZVPD

Last column: Löwdin spin population.
Geometry (Å):
Pd (0.07, 0.27, 0.07)  1.4379
Br (0.92, 8.80, 3.34)  0.0000
F (0.51, -3.03, 6.32)  -0.0004
F (-0.70, -4.49, 2.02)  -0.0001
F (-3.42, 4.68, 4.13)  -0.0003
F (-0.85, 4.40, 3.21)  0.0002
F (-4.70, 0.89, 1.66)  -0.0001
F (-0.19, 2.47, 1.54)  0.0147
F (0.91, -0.51, 5.33)  0.0002
F (0.53, 0.07, 2.81)  0.0095
F (-5.29, 2.85, 3.31)  0.0004
F (-0.31, -4.98, 4.57)  0.0004
O (0.80, 1.90, -1.31)  0.0643
N (-0.93, -0.81, -1.62)  0.1255
N (2.32, 0.24, 0.21)  0.0514
N (5.43, 4.97, 1.82)  0.0012
N (5.33, 3.87, 1.26)  0.0001
N (-0.19, -1.81, 0.91)  0.0882
N (-1.99, 0.66, 0.53)  0.1004
C (3.02, -0.56, 0.98)  0.0023
C (-3.10, 3.68, 3.28)  -0.0015
C (-2.41, 1.59, 1.41)  0.0162
C (-4.03, 2.77, 2.85)  0.0006
C (-2.39, -0.66, -1.44)  0.0054
C (4.18, -0.13, 1.65)  0.0016
C (-0.64, -2.77, -0.07)  0.0083
C (3.36, 8.03, 2.09)  0.0000
C (2.71, 1.54, 0.05)  0.0107
C (3.42, 4.20, -0.32)  0.0008
C (-1.81, 3.55, 2.80)  -0.0001
C (-0.09, -3.73, 4.12)  0.0005
C (1.86, 2.38, -0.80)  0.0079
C (3.85, 2.06, 0.70)  0.0018
C (-0.06, -2.17, 2.20)  0.0102
C (4.37, 7.14, 1.74)  0.0002
C (2.21, 6.26, 3.26)  0.0000
C (-0.46, -2.20, -1.47)  0.0041
C (0.33, -1.22, 3.17)  0.0003
C (3.22, 5.38, 2.89)  0.0001
C (-0.28, -3.45, 2.78)  0.0021
C (2.29, 7.58, 2.84)  0.0002
C (0.52, -1.49, 4.51)  0.0000
C (2.31, 3.69, -1.00)  0.0016
C (4.58, 1.17, 1.52)  -0.0020
C (-2.83, -0.38, -0.01)  0.0080
C (-0.50, -0.28, -2.92)  0.0055
C (0.32, -2.76, 5.01)  -0.0017
C (4.28, 5.81, 2.11)  0.0000
C (-1.49, 2.54, 1.92)  0.0021
C (4.17, 3.44, 0.55)  0.0008
C (-3.70, 1.75, 1.97)  0.0038
H (4.72, -0.82, 2.29)  0.0004
H (-2.91, -1.54, -1.85)  0.0031
H (3.16, 4.34, 3.20)  0.0000
H (1.37, 5.92, 3.85)  0.0000
H (-1.69, -3.05, 0.07)  0.0001
H (-2.68, 0.21, -2.05)  0.0000
H (2.65, -1.57, 1.08)  0.0005
H (-0.99, -0.82, -3.74)  0.0044
H (-3.88, -0.11, -0.05)  0.0021
H (-2.76, -1.30, 0.59)  -0.0001
H (1.73, 4.32, -1.66)  0.0001
H (3.70, 5.23, -0.50)  0.0001
H (3.42, 9.07, 1.79)  0.0000
H (5.45, 1.54, 2.05)  -0.0001
H (-0.97, -2.85, -2.19)  0.0033
H (-0.07, -3.70, -0.05)  0.0021
H (0.58, -0.37, -3.01)  0.0004
H (5.22, 7.48, 1.17)  0.0000
H (0.60, -2.19, -1.71)  0.0001
H (-0.75, 0.78, -2.97)  0.0003

## Properties
2S+1: 3
gap between HOMO and LUMO (alpha / beta): 6.71 / 6.66 eV
molar mass: 880.86 g/mol
DFT total energy: -5335.6969 Eh
charge: -1
energy above the lowest of the compared OMol25 structures with the same formula, charge and spin: 12.4 kcal/mol


Record 2
Molecular formula: C62H49F4NO2P2Pd
Method: DFT, wB97M-V/def2-TZVPD

Last column: Löwdin charge in e.
Geometry (Å):
Pd (1.13, -0.16, 1.16)  0.4152
P (2.47, -0.30, 2.99)  0.9610
P (2.15, -0.36, -0.86)  0.9704
F (0.46, 4.97, 0.80)  0.0425
F (-2.57, -5.09, -2.45)  0.0414
F (-2.17, -0.63, -4.00)  0.0461
F (-1.63, 3.31, 4.73)  0.0445
O (-4.80, -0.55, -5.09)  -0.0374
O (-6.92, -0.47, -4.35)  0.0144
N (-8.79, 5.07, 0.49)  0.1114
C (5.99, 0.53, 0.18)  -0.0668
C (5.17, 3.44, 3.43)  -0.0764
C (-2.45, -1.02, -1.66)  0.0007
C (-5.98, 3.42, -0.90)  -0.0610
C (-5.73, -0.23, -4.14)  -0.4756
C (3.87, 3.56, 2.92)  -0.0694
C (-1.17, 3.12, 3.45)  -0.2296
C (0.61, -1.54, 4.65)  -0.1078
C (3.06, 2.43, 2.81)  -0.1169
C (-2.90, -1.44, 0.74)  -0.0091
C (1.32, -0.35, 4.40)  -0.3704
C (-5.23, 2.46, -1.56)  -0.0426
C (-7.31, 1.42, -2.31)  -0.0144
C (-1.28, 1.85, 2.91)  0.0393
C (2.34, 2.16, -2.12)  -0.0784
C (-0.19, 3.95, 1.48)  -0.2399
C (-0.51, -0.48, 6.51)  -0.0770
C (-5.15, 0.42, -2.97)  0.0055
C (4.85, 1.05, 3.69)  -0.0736
C (4.70, -1.34, -1.46)  -0.0767
C (-2.77, -3.31, -0.89)  0.0477
C (-8.16, 4.31, -0.13)  -0.2105
C (-0.33, 2.73, 0.84)  0.0387
C (3.85, -2.21, 4.49)  -0.0948
C (0.24, 0.96, -2.39)  -0.1272
C (-2.29, -1.52, -2.95)  -0.2418
C (1.65, -1.88, -1.71)  -0.3715
C (0.98, -4.24, -3.04)  -0.0801
C (6.07, -1.45, -1.21)  -0.0746
C (1.47, -3.06, -0.98)  -0.0900
C (-0.63, 4.21, 2.77)  0.0778
C (3.54, 1.16, 3.20)  -0.3616
C (1.19, -3.07, -3.76)  -0.0743
C (4.71, -3.30, 4.66)  -0.0731
C (-7.38, 3.37, -0.90)  -0.2703
C (4.90, -3.52, 2.25)  -0.0698
C (-0.31, 2.07, -3.04)  -0.0568
C (-1.04, 0.32, 0.90)  -0.1869
C (4.05, -2.43, 2.08)  -0.0861
C (6.71, -0.54, -0.37)  -0.0709
C (1.14, -4.24, -1.65)  -0.0736
C (-5.46, -1.14, -6.22)  -0.2589
C (-2.33, -2.87, -3.26)  0.0727
C (-0.31, -1.59, 5.70)  -0.0771
C (-2.55, -3.74, -2.19)  -0.2422
C (-2.68, -1.93, -0.61)  -0.1963
C (1.10, 0.78, 5.21)  -0.0868
C (3.52, -1.76, 3.20)  -0.3669
C (1.56, 1.00, -1.91)  -0.3599
C (0.45, 3.24, -3.18)  -0.0716
C (3.96, -0.32, -0.83)  -0.3603
C (5.65, 2.19, 3.82)  -0.0812
C (4.62, 0.65, -0.06)  -0.1092
C (-5.88, 1.41, -2.29)  -0.2265
C (-0.86, 1.64, 1.57)  -0.2321
C (-8.04, 2.37, -1.63)  -0.0435
C (1.51, -1.89, -3.11)  -0.0863
C (-2.03, -0.62, 1.44)  -0.0630
C (0.18, 0.71, 6.26)  -0.0766
C (1.77, 3.27, -2.73)  -0.0743
C (-4.45, -1.42, -7.31)  -0.0820
C (5.23, -3.96, 3.54)  -0.0752
H (-0.54, 5.19, 3.24)  0.1378
H (1.09, -3.07, -4.85)  0.1128
H (3.39, 2.16, -1.80)  0.0939
H (1.00, -5.16, -1.08)  0.1108
H (-4.07, -0.48, -7.73)  0.0766
H (-1.67, 1.02, 3.50)  0.1186
H (1.66, -0.97, -3.68)  0.1157
H (0.70, -5.16, -3.55)  0.1119
H (4.20, -2.04, -2.13)  0.1068
H (1.65, 1.70, 5.02)  0.1034
H (-4.96, -1.95, -8.12)  0.0748
H (5.24, 0.07, 3.98)  0.1026
H (-4.14, 2.48, -1.55)  0.0948
H (-7.81, 0.63, -2.87)  0.0951
H (0.78, -2.41, 4.01)  0.1109
H (6.66, 2.09, 4.22)  0.1075
H (-2.07, -0.66, 2.53)  0.0958
H (-2.23, -3.22, -4.28)  0.1352
H (-0.86, -2.52, 5.89)  0.1083
H (0.01, 4.12, -3.65)  0.1102
H (0.02, 1.59, 6.89)  0.1115
H (-5.49, 4.22, -0.34)  0.1088
H (-4.09, 0.33, -2.82)  0.0494
H (5.90, -4.80, 3.67)  0.1064
H (-3.00, -4.02, -0.09)  0.1316
H (5.31, -4.03, 1.37)  0.1078
H (-6.23, -0.45, -6.61)  0.1268
H (2.04, 2.52, 2.42)  0.0839
H (-3.66, -1.97, 1.32)  0.1227
H (-1.22, -0.52, 7.35)  0.1077
H (3.48, 4.52, 2.60)  0.1094
H (-0.98, 0.38, -0.19)  0.0484
H (-0.02, 2.58, -0.19)  0.1115
H (3.44, -1.70, 5.36)  0.1140
H (-1.32, 2.02, -3.44)  0.1143
H (6.63, -2.26, -1.68)  0.1088
H (4.06, 1.49, 0.36)  0.0960
H (6.48, 1.27, 0.81)  0.1064
H (-9.13, 2.34, -1.65)  0.1152
H (4.97, -3.63, 5.66)  0.1076
H (7.77, -0.64, -0.16)  0.1074
H (3.81, -2.07, 1.07)  0.0685
H (1.58, -3.06, 0.11)  0.0896
H (-2.52, 0.05, -1.46)  0.1200
H (2.37, 4.17, -2.87)  0.1085
H (-5.95, -2.07, -5.91)  0.1255
H (-0.35, 0.06, -2.25)  0.0707
H (-3.61, -2.03, -6.97)  0.0681
H (5.80, 4.32, 3.52)  0.1069

## Properties
2S+1: 1
gap between HOMO and LUMO: 2.05 eV
molar mass: 1084.44 g/mol
DFT total energy: -3807.1885 Eh


Record 3
Molecular formula: C32H26BeN5O3S2
Method: DFT, wB97M-V/def2-TZVPD

Last column: Löwdin charge in e.
Geometry (Å):
S (1.10, -0.84, -0.28)  0.5318
S (-0.58, -1.28, 2.23)  0.8405
O (-2.53, -0.68, -3.75)  -0.0283
O (2.93, 2.21, 2.50)  -0.0781
O (-3.70, 0.13, -1.40)  -0.0173
N (-1.47, 1.18, -1.93)  0.1289
N (-1.55, 5.38, 1.53)  0.0511
N (-1.53, -1.65, -1.52)  0.0113
N (-2.58, 5.08, 0.91)  0.0568
N (-1.50, -1.66, -0.13)  -0.0522
C (-0.41, -3.57, -4.41)  -0.0552
C (4.49, -2.34, 3.69)  -0.1155
C (-1.96, -1.73, -5.75)  -0.0204
C (0.80, 5.03, 1.76)  -0.0508
C (0.51, 2.35, 2.39)  0.0002
C (-2.79, 3.81, 0.28)  -0.2570
C (-0.64, 3.67, -1.08)  0.0094
C (-0.30, 1.63, -2.29)  -0.0986
C (3.50, -2.15, 4.64)  -0.1048
C (-1.28, -2.70, -6.45)  -0.1073
C (2.80, -2.82, 2.05)  -0.0690
C (-4.01, 3.23, 0.50)  -0.0366
C (0.14, 2.90, -1.90)  -0.0255
C (1.80, -2.63, 3.00)  -0.2958
C (-1.10, -2.61, -3.66)  -0.0879
C (0.34, -2.80, 2.64)  -0.4306
C (-0.99, -2.61, -2.19)  -0.2348
C (1.78, 2.90, 2.29)  -0.2798
C (-0.61, 3.13, 2.14)  -0.0121
C (-4.39, 1.97, -0.01)  0.0001
C (-0.48, -3.63, -5.79)  -0.1179
C (-1.88, 3.17, -0.61)  -0.1025
C (-3.51, 1.28, -0.83)  -0.3039
C (-0.28, -3.74, -1.51)  -0.0379
C (4.13, -2.68, 2.39)  -0.0871
C (-0.39, -1.28, 0.42)  -1.1379
C (-2.25, 1.92, -1.11)  -0.1072
C (1.92, 4.26, 1.98)  -0.0075
C (-0.47, 4.47, 1.78)  -0.3046
C (-1.88, -1.64, -4.35)  -0.2981
C (2.80, 0.83, 2.81)  -0.0791
C (2.16, -2.30, 4.30)  -0.0653
Be (-2.40, -0.35, -2.23)  0.0898
H (0.89, 6.09, 1.53)  0.1074
H (5.53, -2.23, 3.96)  0.0949
H (-0.52, -3.74, -0.45)  0.0599
H (-1.35, -2.73, -7.54)  0.0945
H (3.77, -1.89, 5.66)  0.0974
H (0.22, -4.29, -3.89)  0.0971
H (0.38, 1.30, 2.62)  0.0509
H (0.07, -4.38, -6.33)  0.0879
H (-0.19, -3.22, 3.50)  0.0684
H (-1.59, 2.68, 2.20)  0.1213
H (-0.30, 4.66, -0.79)  0.1106
H (3.81, 0.45, 2.92)  0.0863
H (2.92, 4.68, 1.94)  0.1128
H (-0.56, -4.69, -1.95)  0.0813
H (-4.71, 3.77, 1.13)  0.1080
H (-5.35, 1.55, 0.22)  0.1086
H (0.31, 0.98, -2.91)  0.1156
H (4.90, -2.82, 1.64)  0.1003
H (1.39, -2.14, 5.04)  0.1125
H (0.80, -3.60, -1.61)  0.0789
H (1.10, 3.26, -2.25)  0.1062
H (0.22, -3.49, 1.81)  0.0706
H (2.52, -3.05, 1.03)  0.0804
H (2.29, 0.29, 2.01)  0.0322
H (2.26, 0.69, 3.75)  0.0932
H (-2.58, -1.00, -6.26)  0.1099

## Properties
2S+1: 1
gap between HOMO and LUMO: 7.24 eV
molar mass: 601.74 g/mol
DFT total energy: -2545.8628 Eh
charge: -1
energy above the lowest of the compared OMol25 structures with the same formula, charge and spin: 0.0 kcal/mol


Record 4
Molecular formula: C16H22O5
Method: DFT, wB97M-V/def2-TZVPD

Last column: Löwdin charge in e.
Geometry (Å):
O (4.35, 2.19, 0.12)  -0.0616
O (2.33, -1.93, 2.09)  -0.0050
O (0.73, 0.54, -0.61)  -0.0265
O (-0.74, -1.78, 1.82)  0.0233
O (-0.48, -1.39, -0.97)  -0.0573
C (-2.77, 0.18, -0.08)  -0.1503
C (4.34, 1.28, -0.95)  -0.2675
C (2.10, 0.27, -0.31)  -0.3006
C (2.35, -1.23, -0.20)  -0.0540
C (-3.79, 1.07, 0.25)  -0.0347
C (0.26, -1.00, 1.23)  -0.2352
C (-1.21, 1.76, 0.85)  -0.0089
C (2.93, 0.92, -1.41)  -0.1105
C (1.52, -1.84, 0.94)  -0.3118
C (-2.60, -1.21, -2.17)  -0.1376
C (-1.46, 0.54, 0.22)  -0.0658
C (-0.24, -0.32, -0.07)  -0.4075
C (-1.08, -0.99, -2.19)  -0.1610
C (-2.23, 2.63, 1.18)  -0.0732
C (-3.54, 2.28, 0.87)  -0.0805
C (-3.14, -1.11, -0.74)  -0.1333
H (-0.84, 0.06, -2.37)  0.1327
H (-2.74, -1.95, -0.16)  0.1101
H (-1.05, -2.40, 1.14)  0.0952
H (3.40, -1.42, 0.02)  0.1296
H (-4.35, 2.95, 1.12)  0.1017
H (1.19, -2.85, 0.64)  0.1560
H (-2.01, 3.56, 1.66)  0.1022
H (4.91, 1.68, -1.80)  0.1173
H (-0.61, -1.60, -2.97)  0.1279
H (2.09, -1.71, -1.14)  0.1298
H (-0.19, 2.03, 1.07)  0.1204
H (-2.84, -2.20, -2.56)  0.1089
H (3.85, 2.97, -0.14)  0.0919
H (-4.23, -1.21, -0.76)  0.1140
H (0.50, -0.22, 1.96)  0.1707
H (4.86, 0.39, -0.58)  0.1179
H (-4.81, 0.80, 0.02)  0.1092
H (2.41, 1.83, -1.72)  0.1236
H (2.35, 0.75, 0.65)  0.1592
H (-3.08, -0.47, -2.80)  0.1172
H (2.98, 0.26, -2.28)  0.1237
H (1.77, -2.18, 2.83)  0.1003

## Properties
2S+1: 1
gap between HOMO and LUMO: 9.83 eV
molar mass: 294.35 g/mol
DFT total energy: -999.0765 Eh
SMILES: OCC[C@@H]1C[C@@H](O)[C@H](O)[C@]2(OCCCc3ccccc32)O1
energy above the lowest of the compared OMol25 structures with the same formula, charge and spin: 29.9 kcal/mol


Record 5
Molecular formula: CH7N3O
Method: DFT, wB97M-V/def2-TZVPD

Last column: Löwdin charge in e.
Geometry (Å):
O (-0.93, -2.70, 1.36)  -0.0852
N (-0.93, 0.05, -0.43)  0.0870
N (1.31, 0.09, -0.01)  0.1260
N (0.23, 2.11, -0.44)  0.1079
C (0.15, 0.73, -0.31)  -0.6360
H (-1.05, -3.61, 1.09)  0.0222
H (-1.73, 0.64, -0.63)  0.0351
H (-0.55, 2.53, -0.92)  0.0890
H (1.18, -0.83, 0.36)  0.0886
H (1.09, 2.51, -0.78)  0.0862
H (-0.97, -2.10, 0.61)  -0.0113
H (2.18, 0.58, 0.10)  0.0904

## Properties
2S+1: 1
gap between HOMO and LUMO: 9.86 eV
molar mass: 77.09 g/mol
DFT total energy: -281.8234 Eh
SMILES: N=C(N)N.O
energy above the lowest of the compared OMol25 structures with the same formula, charge and spin: 16.6 kcal/mol